Version w
The following is a quantum chemistry calculation of a cluster of 13 separate species, C47H117N3O13 in total, from the Open Molecules 2025 dataset.

The geometry in XYZ format:
```
180
C47H117N3O13 ωB97M-V/def2-TZVPD
C -0.170 -4.470 5.179
C -0.175 -4.805 6.655
O 1.212 -4.895 7.100
H -1.210 -4.397 4.839
H 0.369 -5.166 4.543
H 0.181 -3.450 5.007
H -0.547 -5.790 6.929
H -0.681 -4.043 7.247
H 1.452 -4.050 7.489
C 5.091 -2.556 -2.576
C 3.584 -2.755 -2.409
O 3.075 -1.994 -1.296
H 5.349 -1.497 -2.629
H 5.328 -2.955 -3.564
H 5.647 -2.935 -1.720
H 3.391 -3.827 -2.308
H 3.029 -2.416 -3.286
H 3.829 -1.930 -0.687
C 2.377 -7.056 2.468
C 3.080 -6.463 3.673
O 4.275 -7.132 4.036
H 3.028 -7.339 1.637
H 1.491 -6.547 2.098
H 2.088 -8.073 2.773
H 2.444 -6.405 4.564
H 3.225 -5.386 3.507
H 4.152 -7.476 4.922
C -0.919 5.669 -2.921
C -1.928 4.889 -2.077
O -3.160 5.605 -2.038
H 0.032 5.138 -2.960
H -0.805 6.643 -2.443
H -1.319 5.838 -3.920
H -1.559 4.822 -1.051
H -2.069 3.890 -2.492
H -3.303 6.005 -1.181
C -4.505 -4.314 -1.324
C -4.714 -3.111 -0.390
O -4.182 -3.313 0.921
H -5.271 -4.415 -2.091
H -4.546 -5.180 -0.659
H -3.544 -4.233 -1.829
H -5.762 -2.882 -0.203
H -4.140 -2.282 -0.827
H -3.272 -3.630 0.878
C 0.043 3.557 1.506
C 0.837 4.826 1.728
O 1.179 4.991 3.088
H 0.419 2.643 1.964
H 0.078 3.357 0.429
H -1.005 3.661 1.788
H 0.243 5.675 1.364
H 1.669 4.826 1.010
H 1.092 5.908 3.355
C -5.479 0.620 -3.967
C -4.103 0.060 -3.623
O -4.118 -1.354 -3.787
H -6.215 -0.147 -3.727
H -5.565 0.894 -5.019
H -5.664 1.486 -3.334
H -3.992 0.142 -2.531
H -3.281 0.635 -4.060
H -3.305 -1.725 -3.382
C 3.879 2.322 3.509
C 3.032 1.272 4.233
O 1.649 1.515 3.954
H 3.772 2.387 2.434
H 4.928 2.107 3.774
H 3.782 3.257 4.067
H 3.206 1.328 5.311
H 3.241 0.268 3.863
H 1.404 2.367 4.334
C -1.332 -3.682 -5.219
C -0.929 -2.407 -4.523
O -1.524 -2.340 -3.236
H -0.844 -4.620 -4.973
H -1.306 -3.569 -6.308
H -2.419 -3.726 -5.064
H -1.228 -1.550 -5.134
H 0.168 -2.388 -4.476
H -0.840 -1.972 -2.633
C 6.590 0.128 1.413
C 5.196 -0.396 1.577
O 5.045 -1.735 1.050
H 6.674 1.152 1.780
H 6.814 0.206 0.346
H 7.259 -0.582 1.898
H 4.435 0.207 1.082
H 4.964 -0.496 2.643
H 5.342 -2.374 1.701
C 3.384 3.250 -1.069
C 4.545 2.613 -1.865
C 4.314 1.142 -2.205
C 3.121 0.980 -3.172
C 3.474 1.780 -4.442
C 3.776 3.259 -4.215
N 4.801 3.340 -3.131
O 5.110 4.693 -2.836
C 4.408 3.887 -5.445
C 2.421 3.922 -3.922
C 5.823 2.595 -1.034
H 3.361 4.335 -1.147
H 3.470 2.991 -0.009
H 2.407 2.869 -1.358
H 5.184 0.719 -2.703
H 4.090 0.551 -1.313
H 2.168 1.310 -2.768
H 3.069 -0.107 -3.270
H 2.540 1.667 -5.010
H 4.175 1.232 -5.077
H 4.466 4.976 -5.389
H 5.447 3.579 -5.584
H 3.858 3.633 -6.352
H 1.854 4.147 -4.825
H 1.765 3.338 -3.274
H 2.452 4.838 -3.321
H 6.601 2.087 -1.611
H 5.644 2.015 -0.132
H 6.208 3.589 -0.803
H 6.065 4.745 -2.951
C -0.636 0.495 -1.006
C 0.163 -0.320 0.031
C -0.342 0.085 1.434
C -1.304 -1.021 1.988
C -0.589 -2.361 2.086
C 0.079 -2.760 0.727
N -0.061 -1.737 -0.321
O 0.655 -2.124 -1.480
C 1.520 -3.183 1.056
C -0.746 -3.934 0.199
C 1.630 0.130 -0.062
H -0.310 0.164 -1.999
H -0.495 1.575 -0.971
H -1.700 0.251 -0.966
H 0.445 0.413 2.107
H -1.094 0.868 1.365
H -2.153 -1.117 1.310
H -1.622 -0.629 2.956
H -1.253 -3.136 2.475
H 0.210 -2.332 2.831
H 1.990 -2.261 1.415
H 1.636 -3.926 1.841
H 2.065 -3.489 0.160
H -1.708 -3.572 -0.176
H -0.229 -4.336 -0.680
H -1.011 -4.787 0.828
H 2.260 -0.275 0.738
H 1.717 1.213 0.009
H 2.107 -0.259 -0.962
H 1.590 -1.973 -1.241
C -5.721 1.181 -0.553
C -6.479 1.354 0.768
C -6.739 0.015 1.461
C -5.457 -0.469 2.092
C -4.896 0.559 3.043
C -4.698 1.952 2.395
N -5.931 2.330 1.698
O -5.757 3.587 1.083
C -4.489 2.964 3.529
C -3.423 1.904 1.542
C -7.884 1.857 0.363
H -4.692 0.835 -0.455
H -5.763 2.107 -1.126
H -6.268 0.442 -1.144
H -7.538 0.124 2.199
H -7.151 -0.692 0.739
H -4.677 -0.763 1.383
H -5.561 -1.399 2.660
H -3.926 0.215 3.408
H -5.552 0.665 3.912
H -5.442 3.098 4.055
H -3.808 2.657 4.325
H -4.220 3.973 3.214
H -3.207 0.893 1.198
H -3.380 2.580 0.685
H -2.576 2.233 2.143
H -8.473 1.106 -0.168
H -7.896 2.715 -0.316
H -8.434 2.160 1.258
H -6.514 4.114 1.362
```

=====

Version x
The following is a quantum chemistry calculation of a cluster of 13 separate species, C47H117N3O13 in total, from the Open Molecules 2025 dataset.

The geometry in XYZ format:
```
180
C47H117N3O13 ωB97M-V/def2-TZVPD
C 20.745 1.860 -0.058
C 21.410 2.412 1.180
O 22.207 3.556 0.873
H 20.267 0.900 0.165
H 21.490 1.648 -0.826
H 19.988 2.506 -0.506
H 22.135 1.694 1.571
H 20.724 2.621 2.008
H 21.693 4.367 0.919
C 17.282 9.584 -1.627
C 17.001 10.783 -2.508
O 16.780 10.333 -3.846
H 17.488 9.917 -0.608
H 18.222 9.121 -1.942
H 16.477 8.858 -1.644
H 17.788 11.536 -2.434
H 16.054 11.229 -2.164
H 16.777 11.069 -4.463
C 12.146 9.268 2.716
C 12.963 10.227 1.866
O 14.097 10.697 2.617
H 11.217 9.053 2.186
H 11.888 9.732 3.671
H 12.671 8.335 2.906
H 12.322 11.032 1.501
H 13.364 9.680 1.005
H 14.476 11.440 2.141
C 13.171 11.266 6.384
C 14.461 10.467 6.198
O 14.296 9.424 5.259
H 13.286 12.037 7.145
H 12.320 10.621 6.603
H 12.935 11.752 5.429
H 14.725 10.026 7.160
H 15.255 11.165 5.915
H 14.063 9.826 4.411
C 21.211 10.826 1.340
C 19.948 10.227 0.696
O 20.206 8.986 0.045
H 21.636 11.527 0.616
H 21.951 10.048 1.520
H 21.030 11.372 2.265
H 19.521 10.914 -0.032
H 19.208 10.009 1.479
H 20.020 8.284 0.690
C 20.866 7.455 3.812
C 19.495 7.050 3.378
O 19.470 7.084 1.935
H 21.284 8.298 3.266
H 21.561 6.620 3.673
H 20.910 7.651 4.887
H 18.708 7.731 3.714
H 19.239 6.055 3.753
H 18.602 6.741 1.678
C 15.346 2.153 -3.795
C 15.014 2.596 -2.389
O 15.624 3.835 -2.050
H 16.430 2.070 -3.920
H 14.935 2.820 -4.556
H 14.961 1.160 -4.034
H 15.357 1.808 -1.700
H 13.939 2.643 -2.203
H 16.470 3.861 -2.511
C 14.762 7.540 -3.654
C 13.696 6.463 -3.611
O 13.670 5.802 -2.343
H 15.773 7.147 -3.611
H 14.575 8.270 -2.863
H 14.593 8.156 -4.544
H 13.792 5.722 -4.411
H 12.717 6.937 -3.727
H 14.219 5.008 -2.365
C 18.417 6.381 7.144
C 16.994 6.829 6.854
O 17.040 7.827 5.820
H 18.808 5.886 6.250
H 18.465 5.695 7.987
H 19.056 7.246 7.325
H 16.571 7.237 7.776
H 16.431 5.969 6.477
H 16.118 8.113 5.776
C 12.258 1.188 2.580
C 11.450 0.237 1.715
O 10.164 0.803 1.379
H 11.916 1.159 3.615
H 12.105 2.206 2.218
H 13.315 0.925 2.536
H 11.246 -0.687 2.262
H 11.925 0.014 0.763
H 9.556 0.644 2.106
C 17.212 -2.645 5.026
C 17.108 -1.637 3.894
C 18.513 -1.143 3.553
C 18.649 -0.551 2.143
C 18.137 -1.501 1.079
C 16.685 -1.908 1.340
N 16.555 -2.374 2.739
O 15.207 -2.732 2.991
C 15.779 -0.724 1.002
C 16.394 -3.144 0.494
C 16.231 -0.450 4.313
H 17.666 -2.191 5.911
H 17.819 -3.507 4.745
H 16.240 -3.072 5.277
H 18.853 -0.341 4.210
H 19.215 -1.978 3.633
H 19.718 -0.387 1.980
H 18.201 0.447 2.112
H 18.788 -2.377 1.098
H 18.161 -1.021 0.098
H 16.327 0.198 1.208
H 15.661 -0.670 -0.089
H 14.776 -0.737 1.421
H 16.991 -3.969 0.892
H 15.381 -3.531 0.628
H 16.599 -3.006 -0.568
H 16.731 0.152 5.072
H 15.289 -0.768 4.775
H 15.957 0.187 3.470
H 14.747 -1.911 3.217
C 6.640 3.681 -1.258
C 8.134 3.810 -1.558
C 8.270 4.821 -2.705
C 9.641 5.474 -2.847
C 10.064 6.079 -1.513
C 10.058 5.036 -0.384
N 8.775 4.365 -0.360
O 8.654 3.505 0.751
C 11.261 4.097 -0.578
C 10.271 5.831 0.906
C 8.657 2.431 -1.960
H 6.100 3.567 -2.205
H 6.177 4.488 -0.695
H 6.432 2.752 -0.717
H 8.083 4.310 -3.658
H 7.469 5.560 -2.627
H 9.602 6.258 -3.604
H 10.375 4.717 -3.130
H 9.398 6.902 -1.237
H 11.075 6.482 -1.618
H 11.326 3.715 -1.593
H 12.175 4.569 -0.217
H 11.181 3.231 0.096
H 11.164 6.449 0.786
H 9.451 6.531 1.068
H 10.405 5.143 1.740
H 8.819 1.813 -1.071
H 9.601 2.493 -2.504
H 7.923 1.874 -2.544
H 9.312 2.797 0.636
C 14.259 6.323 0.965
C 15.512 6.539 1.814
C 15.182 6.575 3.286
C 14.872 5.182 3.829
C 16.076 4.295 3.593
C 16.525 4.223 2.122
N 16.580 5.565 1.571
O 17.038 5.605 0.240
C 17.929 3.613 2.125
C 15.606 3.270 1.346
C 16.057 7.934 1.439
H 13.594 7.191 0.970
H 13.651 5.500 1.354
H 14.484 6.113 -0.082
H 16.046 6.928 3.855
H 14.378 7.280 3.500
H 13.936 4.768 3.445
H 14.716 5.275 4.910
H 15.812 3.279 3.900
H 16.931 4.654 4.171
H 17.972 2.669 2.667
H 18.284 3.485 1.098
H 18.647 4.313 2.565
H 15.942 3.027 0.336
H 15.409 2.321 1.848
H 14.611 3.715 1.252
H 15.296 8.676 1.669
H 16.241 7.972 0.362
H 17.025 8.127 1.901
H 16.439 5.044 -0.279
```

=====

Among the structures above, stability is greatest for version x.